8 unconnected molecules or ions with the total composition C15H47N10O8, computed with wB97M-V/def2-TZVPD.

```
! wB97M-V def2-TZVPD RIJCOSX def2/J DEFGRID3
* xyz -2 2
C 13.98799 12.37141 19.98419
O 14.90992 11.57594 20.60685
H 14.33102 12.56262 18.96740
H 13.02585 11.91469 19.75225
H 13.81448 13.33816 20.45683
C 17.12363 13.71160 16.98002
C 18.45746 14.48074 17.41417
O 19.20144 13.54363 18.17237
H 16.49929 14.24415 16.26259
H 16.53684 13.54870 17.88403
H 17.48821 12.84614 16.42669
H 18.29770 15.32665 18.08277
H 19.08454 14.71525 16.55401
H 19.14070 13.87711 19.07054
C 18.51079 10.50008 20.30419
O 17.91046 10.04448 21.19402
N 19.76163 10.26081 20.03307
N 17.92915 11.32342 19.46047
H 20.18688 10.70308 19.23079
H 20.27004 9.61428 20.61927
H 16.94685 11.46563 19.64745
H 18.47271 11.70715 18.70061
C 10.80992 9.10288 19.30188
O 10.42591 9.54206 18.26321
N 10.06456 8.23461 19.94731
N 11.90302 9.40642 20.01098
H 10.29359 7.94473 20.88731
H 9.09007 8.22937 19.68192
H 12.50341 10.15360 19.69261
H 12.13345 8.76303 20.75465
C 16.10432 15.77508 21.70612
O 16.64334 16.64633 22.34470
N 16.60995 15.05101 20.75682
N 14.89779 15.36334 21.95101
H 16.00619 14.54477 20.12493
H 17.54416 15.22051 20.41242
H 14.47467 14.61659 21.41864
H 14.29096 15.78238 22.64113
C 15.47086 8.83027 18.32867
O 15.46352 8.58488 19.49783
N 15.27939 7.98711 17.31018
N 15.46115 10.02683 17.78244
H 15.30316 7.00364 17.53891
H 15.35783 8.36825 16.37815
H 15.40585 10.07356 16.77504
H 15.58500 10.77007 18.45501
C 9.98534 13.90896 23.45781
C 10.04194 14.49010 21.93822
C 9.91906 13.28956 20.94474
O 9.84486 13.92345 19.67468
C 10.27317 13.15042 18.55193
N 8.97358 15.48405 21.91816
H 10.04007 14.65492 24.25068
H 10.84908 13.30107 23.72714
H 9.15197 13.25947 23.72570
H 10.91848 15.12265 21.79799
H 9.01224 12.69452 21.05296
H 10.88087 12.78258 21.02211
H 10.89158 12.31577 18.88213
H 10.67503 13.81267 17.78509
H 9.39686 12.69946 18.08630
H 8.12199 14.94840 22.00741
H 8.97709 15.66324 20.92419
C 11.65582 17.84462 12.59669
C 12.30829 17.37155 13.93719
C 12.72978 15.80870 13.95556
O 13.19434 15.46684 15.22566
C 13.61843 14.10936 15.40456
N 13.46213 18.07556 14.18609
H 11.36255 18.89411 12.62256
H 10.70800 17.30664 12.57892
H 12.24259 17.83555 11.67815
H 11.55045 17.60493 14.68507
H 13.43059 15.53688 13.16621
H 11.78756 15.31985 13.70785
H 12.81556 13.39542 15.22071
H 14.02431 14.00285 16.41055
H 14.55832 13.73807 14.99610
H 14.16177 17.52764 13.70610
H 13.61479 17.84586 15.15771
*
```

Values from the calculation:
Calculated total energy, Eh: -1749.0572
Max |F|, eV/A: 5.79
Frontier orbital gap (alpha / beta), eV: 1.662 / 5.819

Löwdin population analysis, charges in e, atoms 1 to 4:
1 C -0.423
2 O -0.375
3 H 0.029
4 H 0.005